1.
{
  "formula": "C5H10N2O",
  "method": "ωB97M-V with the def2-TZVPD basis set",
  "orbital_gap_ha": [0.32356, 0.32455],
  "lumo_energy_ev": [-0.271, -0.185],
  "e_homo_ev": [-9.0752, -9.0167],
  "total_charge": 0,
  "symbols": ["C", "C", "C", "C", "C", "N", "N", "O", "H", "H", "H", "H", "H", "H", "H", "H", "H", "H"],
  "coordinates": [[1.6658, -0.3726, 0.0333], [0.0602, -0.2792, -0.2946], [-0.0793, -1.2731, -1.4417], [-0.0242, 1.2413, -0.7572], [-1.3328, 0.4296, 1.4983], [1.9365, -0.5097, 1.2272], [-0.6721, -0.5617, 0.8457], [1.2400, -0.6356, 2.2148], [2.2296, -0.0516, -0.7456], [0.9093, -1.4547, -2.0072], [-0.9492, -0.9686, -2.1944], [-0.2475, -2.2577, -0.9206], [0.3765, 1.2932, -1.7146], [0.6190, 1.7732, -0.1309], [-1.0069, 1.5870, -0.7060], [-1.0816, 1.5164, 1.6124], [-2.2979, 0.5020, 0.9476], [-1.3454, 0.0219, 2.5337]],
  "forces_ev_per_a": [[-3.554, -0.412, 1.338], [1.247, 1.972, -0.781], [-0.564, -1.184, -1.095], [0.419, -2.847, 0.752], [-1.765, 1.629, 2.499], [1.607, 0.162, 0.640], [2.144, -2.004, -1.950], [-0.679, -0.273, 0.130], [2.189, 0.469, -1.830], [-1.607, 0.710, 0.579], [1.829, -0.891, 1.646], [-0.352, 0.787, -0.871], [0.475, 0.246, -1.938], [0.690, 1.271, 1.121], [-1.547, 0.690, -0.138], [0.934, -0.751, -0.589], [-0.267, -0.246, 0.908], [-1.200, 0.671, -0.422]]
}

=====

2.
{
  "formula": "ClFO4Sr2",
  "method": "ωB97M-V with the def2-TZVPD basis set",
  "orbital_gap_ha": 0.15594,
  "lumo_energy_ev": -10.188,
  "e_homo_ev": -14.4313,
  "total_charge": 2,
  "symbols": ["Sr", "Sr", "F", "Cl", "O", "O", "O", "O"],
  "coordinates": [[0.1577, -3.9207, -1.0475], [0.9435, 1.9712, -1.8087], [0.9662, 3.0289, 0.5671], [-0.5049, -0.2822, 0.4637], [-0.4662, 0.1741, 1.7938], [-1.3586, 0.5158, -0.3873], [0.8259, 0.2602, -0.0271], [-0.5636, -1.7474, 0.4460]],
  "forces_ev_per_a": [[-0.441, 1.036, 1.084], [-0.302, 1.472, 3.765], [0.024, -0.957, -2.995], [4.136, 6.721, 1.511], [-1.818, -1.384, 0.335], [-1.834, -2.225, -0.333], [0.491, -3.007, -1.439], [-0.257, -1.655, -1.927]]
}

=====

3.
{
  "formula": "C22H24N2O7S",
  "method": "ωB97M-V with the def2-TZVPD basis set",
  "orbital_gap_ha": 0.33378,
  "lumo_energy_ev": 0.459,
  "e_homo_ev": -8.6239,
  "total_charge": 0,
  "symbols": ["C", "C", "C", "O", "C", "C", "C", "C", "S", "O", "O", "N", "C", "O", "C", "C", "O", "N", "C", "C", "C", "C", "C", "O", "C", "C", "C", "C", "C", "O", "C", "C", "H", "H", "H", "H", "H", "H", "H", "H", "H", "H", "H", "H", "H", "H", "H", "H", "H", "H", "H", "H", "H", "H", "H", "H"],
  "coordinates": [[-4.8568, -1.1109, -2.4934], [-5.2775, 0.0934, -1.6601], [-5.4088, -0.2721, -0.1798], [-4.1786, -0.6805, 0.3942], [-3.2309, 0.2288, 0.6954], [-3.3770, 1.6149, 0.6066], [-2.3259, 2.4425, 0.9544], [-1.1369, 1.8935, 1.3867], [0.1931, 2.9674, 1.8574], [1.0179, 2.3021, 2.8080], [-0.2998, 4.2794, 2.0990], [1.2378, 3.1064, 0.3972], [2.3696, 3.8601, 0.6359], [2.5593, 4.4076, 1.6828], [3.2926, 3.9695, -0.5565], [3.3721, 2.6983, -1.3658], [4.3674, 2.3289, -1.9330], [2.1751, 2.0236, -1.4638], [2.1057, 0.8172, -2.3009], [2.3123, -0.3964, -1.4362], [1.2346, -1.0397, -0.8476], [1.4253, -2.1078, 0.0129], [2.7135, -2.5489, 0.3000], [3.0212, -3.5776, 1.1274], [1.9802, -4.2644, 1.7948], [2.6204, -5.3335, 2.6662], [3.7999, -1.9017, -0.2951], [3.6002, -0.8385, -1.1467], [1.0482, 2.3102, -0.7100], [-0.0312, 1.8468, -0.9856], [-0.9756, 0.5238, 1.5050], [-2.0191, -0.3037, 1.1587], [-3.9149, -1.5097, -2.1251], [-5.6085, -1.8952, -2.4390], [-4.7288, -0.8259, -3.5343], [-6.2414, 0.4711, -2.0057], [-4.5373, 0.8871, -1.7753], [-5.8463, 0.5542, 0.3925], [-6.0562, -1.1468, -0.0726], [-4.2998, 2.0584, 0.2695], [-2.4137, 3.5151, 0.8949], [2.9015, 4.7592, -1.2073], [4.2894, 4.2687, -0.2282], [2.8942, 0.9081, -3.0492], [1.1235, 0.8035, -2.7754], [0.2309, -0.6987, -1.0540], [0.5637, -2.5856, 0.4515], [1.3032, -4.7264, 1.0625], [1.4039, -3.5643, 2.4155], [3.1941, -6.0199, 2.0495], [3.2912, -4.8717, 3.3851], [1.8521, -5.8870, 3.1983], [4.7929, -2.2534, -0.0647], [4.4471, -0.3372, -1.5907], [-0.0360, 0.1339, 1.8620], [-1.9331, -1.3761, 1.2320]],
  "forces_ev_per_a": [[-0.018, 0.214, 0.060], [0.143, -0.307, 0.274], [-0.386, 0.301, -0.336], [0.251, -0.135, 0.096], [0.344, 0.134, 0.119], [-0.201, -0.099, -0.054], [0.093, 0.053, 0.044], [0.442, 0.513, 0.308], [-0.261, -0.248, -0.112], [0.007, -0.293, -0.056], [-0.228, 0.073, -0.246], [-0.894, 0.044, 1.143], [0.679, 0.295, -0.296], [0.204, 0.214, 0.116], [0.235, 0.002, 0.139], [-0.093, 0.345, 0.182], [0.238, -0.009, -0.086], [0.045, -0.079, -0.310], [-0.053, -0.160, -0.124], [-0.130, 0.030, -0.122], [0.152, 0.077, -0.159], [0.024, -0.301, 0.262], [0.026, 0.220, -0.160], [0.192, 0.024, -0.040], [-0.212, -0.243, 0.208], [-0.073, 0.344, -0.288], [-0.068, -0.151, 0.142], [-0.065, -0.100, 0.033], [-0.361, -0.209, -0.484], [0.150, -0.085, -0.263], [-0.030, -0.078, 0.052], [-0.105, 0.046, -0.076], [0.089, -0.089, -0.028], [-0.054, -0.125, -0.025], [0.031, -0.055, -0.111], [-0.007, 0.094, 0.034], [-0.088, 0.103, -0.005], [0.055, -0.108, 0.027], [0.024, 0.144, 0.025], [-0.082, 0.009, -0.034], [-0.105, 0.124, -0.050], [-0.007, -0.039, -0.003], [-0.186, -0.090, -0.012], [-0.171, 0.011, 0.072], [0.174, 0.015, -0.004], [-0.099, 0.027, -0.037], [-0.068, -0.090, 0.062], [0.043, 0.120, 0.065], [0.029, -0.039, -0.126], [0.041, -0.100, -0.029], [0.052, 0.009, 0.100], [-0.065, -0.070, 0.063], [0.129, -0.046, 0.029], [0.102, 0.054, -0.051], [0.092, -0.161, 0.036], [0.027, -0.132, 0.035]]
}

=====

ΔE to the lowest compared entry with this formula, charge and spin list, top to bottom, in kcal/mol: 146.29; 56.15; 19.64